# 1
274
Properties=species:S:1:pos:R:3 method="wB97M-V/def2-TZVPD" smiles=CC1(C)CCCC(C)(C)N1O.CC1(C)CCCC(C)(C)N1O.CC1(C)CCCC(C)(C)N1O.CC1(C)CCCC(C)(C)N1O.CC1(C)CCCC(C)(C)N1O.CC1(C)CCCC(C)(C)N1O.CC1(C)CCCC(C)(C)N1O.CC1(C)CCCC(C)(C)N1O.COC[C@H](C)N.COC[C@H](C)N fmax_ev_per_a=3.85 orbital_gap_ev=8.04 e_above_lowest_kcal_mol=172.33
C -3.72443 5.03834 7.52628
C -3.61327 3.95772 6.42054
C -2.22711 3.29485 6.44577
C -4.62072 2.84338 6.86016
C -4.94852 1.82542 5.71901
C -5.24606 2.47519 4.39071
C -4.24642 3.61479 3.93120
C -2.86787 2.99458 3.47544
C -4.90256 4.42577 2.75923
N -4.10680 4.51786 5.14791
O -3.38168 5.67278 4.78553
H -3.41931 4.70891 8.51949
H -3.15729 5.94302 7.30718
H -4.75166 5.40291 7.52491
H -1.95317 2.86345 7.40854
H -2.36141 2.43416 5.79057
H -1.44147 3.96566 6.09807
H -4.28681 2.12499 7.60886
H -5.52818 3.33187 7.21509
H -4.11518 1.12856 5.62946
H -5.73153 1.14285 6.04931
H -6.23579 2.91876 4.49919
H -5.29994 1.73707 3.59047
H -2.61734 1.96570 3.73378
H -2.04074 3.60018 3.84586
H -2.94592 2.94609 2.38933
H -5.85362 4.87813 3.04021
H -5.08950 3.71424 1.95493
H -4.29035 5.20489 2.30507
H -3.98073 6.31548 5.17239
C 2.41006 -2.91208 3.53789
C 1.95991 -1.61404 4.33512
C 2.92534 -1.39658 5.56470
C 2.03903 -0.36698 3.30658
C 1.39162 0.96137 3.67825
C -0.09412 0.66115 3.95772
C -0.34364 -0.41577 5.00387
C -0.24900 0.10937 6.49572
C -1.73970 -0.97893 4.66375
N 0.57756 -1.64174 4.77614
O 0.26985 -2.78650 5.43949
H 2.81911 -3.58891 4.28800
H 1.60979 -3.51364 3.10684
H 2.98267 -2.68674 2.63820
H 3.97641 -1.67441 5.48622
H 3.02974 -0.33715 5.79882
H 2.55305 -2.00404 6.38962
H 3.08886 -0.07869 3.25306
H 1.86795 -0.68318 2.27758
H 1.84155 1.44674 4.54432
H 1.45594 1.67809 2.85954
H -0.66656 0.65950 3.03013
H -0.51012 1.53795 4.45395
H -0.86192 0.99275 6.67482
H 0.80212 0.27279 6.73352
H -0.68728 -0.55486 7.24057
H -2.58290 -0.29511 4.76132
H -2.01358 -2.00024 4.92836
H -1.73056 -1.20234 3.59694
H -0.02391 -3.23987 4.64592
C 7.94960 2.97105 -0.74757
C 6.48009 2.50927 -0.50566
C 5.67421 2.10181 -1.78884
C 6.59903 1.27327 0.44883
C 5.27976 0.84476 1.10118
C 4.74061 2.16865 1.89457
C 4.54112 3.41810 0.96459
C 3.32179 3.10326 0.04840
C 4.16573 4.64665 1.81131
N 5.84262 3.60878 0.26109
O 5.77978 4.81902 -0.45086
H 8.09355 3.80677 -1.43237
H 8.53874 3.23591 0.13041
H 8.50443 2.17746 -1.24804
H 6.40547 1.80108 -2.53913
H 5.04891 1.22169 -1.63877
H 4.93529 2.84082 -2.09860
H 6.85833 0.41827 -0.17554
H 7.29992 1.36847 1.27816
H 4.60105 0.65299 0.27010
H 5.24047 -0.04646 1.72751
H 5.13126 2.42366 2.87969
H 3.81404 1.72877 2.26344
H 3.17846 3.91050 -0.66987
H 2.42935 3.03719 0.67073
H 3.35563 2.10728 -0.39315
H 4.99271 4.92059 2.46640
H 3.27209 4.42663 2.39536
H 3.95651 5.51529 1.18698
H 5.94920 5.39898 0.29515
C -0.92441 6.62805 2.53388
C -0.49662 6.11960 1.18075
C 0.83535 6.72744 0.61215
C -0.35488 4.54561 1.28406
C -0.45231 3.75270 0.06696
C -1.75591 4.11777 -0.68803
C -2.00348 5.61409 -0.98974
C -1.10750 6.07880 -2.16992
C -3.52447 5.71802 -1.22955
N -1.57749 6.44390 0.20482
O -1.85907 7.79849 0.04794
H -1.04927 7.70817 2.61027
H -1.85029 6.13723 2.83378
H -0.33550 6.22235 3.35648
H 1.18528 6.28729 -0.32162
H 0.71920 7.78816 0.38971
H 1.65736 6.58057 1.31273
H 0.70115 4.45322 1.53778
H -0.97942 4.17789 2.09820
H 0.41904 3.86969 -0.57737
H -0.34950 2.69394 0.30477
H -2.66508 3.72916 -0.22923
H -1.77658 3.63175 -1.66346
H -0.65901 7.07174 -2.20183
H -1.66333 5.95258 -3.09902
H -0.35818 5.29379 -2.27187
H -3.67877 6.73858 -1.57987
H -4.09386 5.54168 -0.31696
H -3.77383 5.07862 -2.07636
H -2.71930 7.77066 0.47319
C -1.30706 -4.82630 1.81977
C -0.58296 -6.12981 2.15109
C -1.33612 -7.47127 1.62235
C 0.84262 -6.10629 1.43345
C 1.91451 -7.12190 1.91632
C 2.04935 -6.94215 3.44627
C 0.73490 -6.96919 4.25737
C 0.26109 -8.44916 4.51075
C 1.00207 -6.27627 5.70010
N -0.29835 -6.10567 3.57095
O -1.46773 -6.15082 4.33884
H -1.52701 -4.83691 0.75225
H -2.26297 -4.68872 2.32515
H -0.79642 -3.89990 2.08270
H -2.22522 -7.16039 1.07376
H -0.72364 -8.04585 0.92749
H -1.64521 -8.04399 2.49674
H 0.70232 -6.35004 0.38035
H 1.16830 -5.06852 1.50459
H 1.43340 -8.09991 1.90539
H 2.82442 -7.11027 1.31629
H 2.58476 -6.06232 3.80310
H 2.62737 -7.80451 3.77842
H -0.79135 -8.37320 4.78408
H 0.72721 -9.10034 5.25020
H 0.25347 -9.02688 3.58648
H 2.06294 -6.25620 5.94962
H 0.53396 -6.84392 6.50431
H 0.72620 -5.25063 5.94517
H -1.62176 -5.23508 4.58236
C 4.61588 -2.08301 -1.99952
C 4.84758 -2.49944 -3.50650
C 3.81682 -3.71247 -3.78454
C 4.29846 -1.40988 -4.47532
C 5.17784 -0.09279 -4.66394
C 6.73059 -0.55516 -4.69032
C 7.29970 -1.73904 -3.98561
C 8.53799 -2.33727 -4.77767
C 7.87198 -1.36612 -2.61894
N 6.21760 -2.76752 -3.87358
O 6.56271 -4.00625 -3.54461
H 5.39706 -1.45952 -1.56463
H 3.65918 -1.61202 -1.77373
H 4.81417 -3.00467 -1.45242
H 4.07802 -4.47102 -3.04664
H 2.79394 -3.38608 -3.59670
H 3.87586 -4.12148 -4.79316
H 4.12662 -1.88469 -5.44130
H 3.25889 -1.18818 -4.23395
H 4.91967 0.48714 -5.55001
H 5.01680 0.59994 -3.83793
H 7.28945 0.34334 -4.42864
H 6.99104 -0.59044 -5.74816
H 8.22697 -2.52131 -5.80602
H 9.01510 -3.28356 -4.52272
H 9.35317 -1.61425 -4.74932
H 7.89070 -2.29589 -2.05036
H 7.21393 -0.72593 -2.03138
H 8.89355 -0.99003 -2.67435
H 6.68976 -4.44206 -4.39050
C -2.98680 0.66765 -5.83471
C -2.10672 1.77656 -5.08309
C -2.99340 2.86964 -4.46744
C -1.34619 1.05284 -3.97164
C -0.14459 1.76879 -3.35245
C 0.79205 2.14322 -4.49745
C 0.18120 2.92911 -5.75720
C 0.04713 4.44166 -5.44915
C 1.13314 2.52383 -6.84249
N -1.14972 2.37593 -6.03832
O -1.79462 3.01952 -7.03177
H -2.22633 -0.09150 -6.01766
H -3.78292 0.15538 -5.29447
H -3.33109 1.01778 -6.80783
H -3.13998 2.62182 -3.41616
H -2.62666 3.89560 -4.49938
H -3.96720 2.70178 -4.92748
H -1.99721 0.88861 -3.11298
H -1.15474 0.00004 -4.17915
H -0.52642 2.72097 -2.98412
H 0.25340 1.24183 -2.48526
H 1.41708 1.29219 -4.76799
H 1.47682 2.80073 -3.96186
H 1.00213 4.92397 -5.24068
H -0.63118 4.55278 -4.60319
H -0.50323 4.99916 -6.20704
H 0.85131 3.07446 -7.73998
H 1.11352 1.49053 -7.18889
H 2.14703 2.76414 -6.52255
H -1.60594 2.43005 -7.76563
C -2.07312 -3.94949 -6.22734
C -2.24304 -3.90043 -4.67197
C -0.98939 -3.25997 -3.99523
C -3.45552 -3.06958 -4.28407
C -4.01590 -3.41682 -2.90808
C -4.32070 -4.93796 -2.84682
C -3.05399 -5.80496 -3.06494
C -2.05751 -5.70335 -1.92526
C -3.69890 -7.22532 -3.11338
N -2.43497 -5.35177 -4.35031
O -1.23935 -6.06987 -4.63971
H -3.01286 -4.31747 -6.63915
H -1.17651 -4.49058 -6.52971
H -1.89153 -2.98698 -6.70554
H -0.02200 -3.74925 -4.10865
H -1.15994 -3.08473 -2.93302
H -0.86781 -2.33837 -4.56443
H -3.24522 -2.00683 -4.16399
H -4.25345 -2.90915 -5.00909
H -4.94918 -2.87132 -2.76829
H -3.33742 -3.23577 -2.07442
H -5.13458 -5.13550 -3.54443
H -4.87326 -5.15965 -1.93379
H -2.58309 -6.04862 -1.03495
H -1.30705 -6.49376 -1.93810
H -1.56028 -4.73407 -1.88824
H -2.94542 -8.01154 -3.16059
H -4.28542 -7.46783 -2.22721
H -4.33280 -7.36539 -3.98897
H -1.28858 -6.16654 -5.59356
C -5.91928 -0.16470 -3.09107
O -5.41293 0.14519 -1.80831
C -6.46067 0.74557 -1.04176
C -6.00139 1.15757 0.40220
C -7.14745 1.58866 1.29452
N -5.12800 2.25575 0.06035
H -6.45968 0.51955 -3.74517
H -6.45220 -1.11417 -3.03996
H -5.04848 -0.54347 -3.62618
H -6.90112 1.63406 -1.49418
H -7.39512 0.20370 -0.89581
H -5.46228 0.31085 0.82710
H -6.85586 1.26722 2.29440
H -8.14528 1.21980 1.05708
H -7.31509 2.66552 1.27574
H -4.59010 2.60590 0.84020
H -4.48620 2.05675 -0.69370
C -2.43149 0.41416 0.52796
O -1.14199 0.16097 -0.09906
C -0.83616 -1.22141 -0.15893
C 0.54237 -1.55205 -0.88981
C 0.90006 -2.95079 -0.59066
N 1.62369 -0.75847 -0.39702
H -2.72658 1.45137 0.68672
H -2.54632 -0.08943 1.48781
H -3.17240 -0.06959 -0.10854
H -0.80775 -1.65631 0.84015
H -1.59810 -1.88679 -0.56487
H 0.47235 -1.37284 -1.96268
H 1.71389 -3.18526 -1.27681
H 0.10037 -3.54568 -1.03192
H 1.06875 -3.07209 0.47936
H 2.26066 -0.59471 -1.16354
H 1.22355 0.10750 -0.06524

***

# 2
201
Properties=species:S:1:pos:R:3 method="wB97M-V/def2-TZVPD" total_charge=+2 spin_multiplicity=3 fmax_ev_per_a=5.10 orbital_gap_ev="6.13 / 6.58" e_above_lowest_kcal_mol=50.81 s_squared=2.07
O -0.42841 0.66125 3.21707
V 1.12249 0.39102 2.94447
O 0.62053 -3.97698 4.70533
V 0.75552 -3.58397 3.20128
O 1.32548 -1.57274 3.66664
H 1.74896 -1.45826 4.53962
C -0.95689 -0.95900 -1.06295
C -0.08872 0.00936 -0.27975
O 0.66900 -0.39601 0.82162
H -0.30950 -1.68413 -1.55608
H -1.59245 -0.45361 -1.79010
H -1.48628 -1.64280 -0.39943
H -0.84488 0.77449 -0.10404
H 0.45110 0.64855 -0.97841
C -5.91957 1.36119 4.61530
C -4.42417 0.99388 4.36538
C -3.62588 2.22527 3.87579
O -4.17793 2.69593 2.65001
C -3.82624 1.81869 1.54882
N -3.91354 0.54767 5.66123
H -6.04248 1.99764 5.49161
H -6.48122 0.43561 4.74155
H -6.35718 1.92829 3.79371
H -4.45485 0.20656 3.61219
H -2.57275 2.14731 3.60573
H -3.77646 3.05902 4.56157
H -2.78578 1.49509 1.57782
H -4.02489 2.45366 0.68543
H -4.33422 0.85928 1.45093
H -3.96705 1.16702 6.45724
H -4.27058 -0.33840 5.98911
C -3.18779 -2.47905 1.71613
C -1.98939 -2.55701 2.63407
C -2.46987 -2.20405 4.03344
O -1.30471 -2.41384 4.86963
C -1.51346 -2.01468 6.26543
N -1.47861 -3.87347 2.74343
H -3.94792 -3.23005 1.93132
H -3.00983 -2.42668 0.64203
H -3.72024 -1.53613 1.84059
H -1.17112 -1.91926 2.29967
H -3.37302 -2.74553 4.31488
H -2.70956 -1.14199 4.08521
H -2.18372 -1.16160 6.37078
H -0.62282 -1.85827 6.87404
H -2.04885 -2.79242 6.81003
H -1.87197 -4.45050 2.01377
H -2.07575 -4.30064 3.43701
C -3.83767 -4.57396 -1.23951
C -2.67020 -5.59516 -1.01176
C -1.42207 -5.24496 -1.87103
O -0.33778 -6.05285 -1.39599
C 0.83809 -6.00325 -2.17441
N -2.30027 -5.56923 0.33102
H -3.99033 -4.31521 -2.28730
H -3.76383 -3.65219 -0.66245
H -4.85137 -4.87088 -0.97051
H -3.05814 -6.61231 -1.06658
H -1.23160 -4.19523 -1.64767
H -1.66377 -5.34528 -2.92915
H 1.72691 -6.03271 -1.54415
H 0.87785 -5.09782 -2.77999
H 0.96140 -6.83402 -2.86919
H -3.01878 -6.11913 0.77985
H -1.42465 -6.07092 0.28973
C -0.06931 2.13700 6.46845
C 1.34118 2.44803 5.78730
C 2.30827 2.84368 6.83201
O 3.54967 3.19054 6.22831
C 4.54956 3.42799 7.20785
N 1.85859 1.32657 4.93542
H 0.02623 1.17500 6.97194
H -0.82298 1.87504 5.72585
H -0.44064 2.92339 7.12558
H 1.20136 3.34514 5.18418
H 2.43317 2.11484 7.63282
H 1.99958 3.82928 7.18042
H 5.33302 3.92586 6.63652
H 4.90037 2.62927 7.86137
H 4.23282 4.28325 7.80476
H 2.84146 1.47583 4.75710
H 1.96682 0.54942 5.57136
C 3.22406 0.29136 -2.89140
C 4.63961 -0.19847 -3.38087
C 5.49401 -0.95459 -2.36514
O 6.12344 0.03044 -1.47557
C 6.78698 -0.55477 -0.28006
N 4.44795 -1.08541 -4.55010
H 3.29736 1.08612 -2.14906
H 2.72388 -0.52092 -2.36403
H 2.54274 0.63095 -3.67152
H 5.38101 0.51082 -3.74875
H 6.29628 -1.46758 -2.89553
H 4.95175 -1.76365 -1.87576
H 7.79709 -0.84770 -0.56638
H 6.38219 -1.50154 0.07755
H 6.82522 0.23060 0.47481
H 3.65261 -0.66576 -5.00991
H 4.32703 -2.05023 -4.27699
C 4.48452 2.15734 0.87780
C 3.34346 2.11272 1.88874
C 2.05804 2.87628 1.38487
O 0.93517 2.60966 2.26715
C -0.21768 3.26017 1.73317
N 3.06850 0.69554 2.05343
H 4.36400 1.48082 0.03169
H 5.44430 1.95626 1.35371
H 4.61552 3.15812 0.46624
H 3.70144 2.52341 2.83282
H 1.77262 2.44769 0.42417
H 2.36473 3.92161 1.34845
H -0.98369 3.37484 2.50010
H -0.71593 2.49282 1.14071
H -0.22031 4.24603 1.26821
H 3.96429 0.28512 2.27524
H 2.93113 0.40764 1.09513
C 0.73624 -1.79923 -4.76768
C 0.05820 -2.77326 -5.73089
C -1.09699 -2.12157 -6.56346
O -2.19458 -3.05252 -6.63744
C -3.40674 -2.52938 -7.13249
N 1.12039 -3.32355 -6.53544
H 0.10390 -1.24868 -4.07117
H 1.17105 -1.03491 -5.41177
H 1.60162 -2.25834 -4.28972
H -0.33351 -3.46933 -4.98917
H -0.82481 -1.78481 -7.56377
H -1.39588 -1.20744 -6.05049
H -3.91515 -3.36946 -7.60565
H -3.19406 -1.81228 -7.92536
H -3.99449 -2.09043 -6.32627
H 1.54108 -2.47013 -6.87425
H 1.90016 -3.55840 -5.93802
C 2.68067 -3.13499 -0.63122
C 2.30501 -3.65174 0.76487
C 3.35316 -3.30360 1.77043
O 2.95582 -3.90594 2.99310
C 3.98154 -3.67931 4.07050
N 0.97360 -3.25403 1.00317
H 1.91237 -3.42382 -1.34842
H 3.53402 -3.62986 -1.09491
H 2.82916 -2.06811 -0.46438
H 2.22511 -4.72719 0.60634
H 3.46432 -2.21999 1.73124
H 4.28387 -3.63173 1.30760
H 4.82225 -4.21233 3.62643
H 3.66010 -3.95814 5.07401
H 4.29811 -2.63971 3.98610
H 0.44487 -3.64823 0.23821
H 0.99700 -2.27143 0.77068
C 7.40506 7.44596 -2.59777
C 6.62023 6.19735 -2.33990
C 5.10691 6.44619 -2.54907
O 4.41972 5.26643 -2.26124
C 3.04613 5.33313 -2.53556
N 7.17587 5.10243 -3.14278
H 7.05001 8.03638 -3.44242
H 8.49372 7.47119 -2.55000
H 7.32276 7.98060 -1.65147
H 6.85638 6.13766 -1.27747
H 4.92550 6.92808 -3.50979
H 4.72056 7.18173 -1.84351
H 2.64255 6.29334 -2.21428
H 2.58076 4.42259 -2.15812
H 2.91930 5.07949 -3.58802
H 6.57159 4.30233 -3.02116
H 7.08351 5.38680 -4.10751
C -0.94198 1.88205 -3.64212
C -2.12836 2.10517 -4.53666
C -2.51139 3.61742 -4.56272
O -3.49723 3.85324 -5.49749
C -3.76696 5.31153 -5.59683
N -1.76762 1.68360 -5.91043
H -1.21658 2.00134 -2.59405
H -0.18501 2.62412 -3.89593
H -0.58240 0.88161 -3.88278
H -2.96024 1.55006 -4.10318
H -1.59166 4.17342 -4.74457
H -3.06661 3.78899 -3.64055
H -3.97109 5.77418 -4.63123
H -4.75188 5.46687 -6.03718
H -3.04656 5.76890 -6.27501
H -2.36884 2.15637 -6.57008
H -0.84344 2.02982 -6.12519
C -7.19482 -2.72463 -0.73896
C -6.85709 -1.56141 0.25088
C -6.77019 -0.10345 -0.47605
O -5.53086 0.07175 -1.18033
C -5.45416 1.22043 -1.93132
N -7.82333 -1.61639 1.29911
H -7.35864 -3.61691 -0.13471
H -6.32566 -2.89864 -1.37329
H -8.05173 -2.41414 -1.33679
H -5.92821 -1.85760 0.73828
H -6.92065 0.64634 0.30066
H -7.69382 0.07478 -1.02672
H -5.46948 2.11540 -1.30931
H -6.17020 1.30768 -2.74850
H -4.44817 1.34448 -2.33218
H -7.94321 -2.57032 1.60854
H -7.59901 -1.03105 2.09105